# 1
Here is one molecule with the formula C7H13NO2 from the OMol25 dataset. Energies are from the ωB97M-V functional and the def2-TZVPD basis.

Properties
Multiplicity: 1
LUMO (eV): 0.513
Orbital gap (eV): 9.3
SMILES string: C=C[C@@](C)(CO)CC(N)=O
Energy above the lowest of the compared OMol25 structures with the same formula, charge and spin (kJ/mol): 303.4

Positions of all 23 atoms, in Å:
C (1.005, 1.139, -1.506)
C (0.593, 1.073, -0.217)
C (-0.680, 0.316, 0.245)
C (-1.698, 1.312, 0.811)
C (-1.360, -0.487, -0.878)
O (-0.599, -1.581, -1.378)
C (-0.075, -0.574, 1.309)
C (1.656, -0.433, 0.890)
N (2.033, -1.358, -0.038)
O (2.410, -0.016, 1.743)
H (2.003, 1.474, -1.746)
H (0.449, 0.714, -2.326)
H (0.859, 1.841, 0.500)
H (-2.545, 0.783, 1.253)
H (-1.242, 1.926, 1.585)
H (-2.061, 1.972, 0.024)
H (-1.540, 0.172, -1.730)
H (-2.330, -0.841, -0.511)
H (-0.790, -2.361, -0.847)
H (-0.333, -1.627, 1.254)
H (-0.103, -0.141, 2.304)
H (1.370, -1.605, -0.760)
H (2.978, -1.700, 0.020)

Cartesian forces (eV/Å) of the 3 atoms listed first:
C 0.0560 -0.1754 1.3622
C -2.6288 1.5956 -2.3722
C 0.1335 0.7601 -0.6061



# 2
Here is one molecule with the formula C7H13NO2S from the OMol25 dataset. Energies are from the ωB97M-V functional and the def2-TZVPD basis.

Properties
Multiplicity: 1
LUMO (eV): 0.664
Orbital gap (eV): 9.8
SMILES string: C[C@@]1(O)O[C@]1(S)N1CCCC1
Energy above the lowest of the compared OMol25 structures with the same formula, charge and spin (kJ/mol): 285.4

Positions of all 24 atoms, in Å:
C (-3.540, -0.066, -0.581)
C (-2.119, 0.358, 0.046)
O (-1.929, 1.716, -0.097)
O (-1.638, -0.136, 1.406)
C (-0.752, -0.301, 0.311)
S (-0.658, -2.100, -0.248)
N (0.309, 0.533, 0.325)
C (1.343, 0.243, 1.290)
C (2.452, -0.537, 0.593)
C (2.317, -0.167, -0.931)
C (1.112, 0.803, -0.903)
H (-3.795, 0.912, -1.012)
H (-4.230, -0.351, 0.189)
H (-3.577, -0.865, -1.319)
H (-0.957, 1.791, 0.119)
H (-0.352, -2.823, 0.971)
H (0.978, -0.153, 2.233)
H (1.745, 1.289, 1.515)
H (2.540, -1.600, 0.739)
H (3.527, -0.156, 0.811)
H (3.176, 0.278, -1.295)
H (2.083, -1.108, -1.448)
H (1.334, 1.886, -0.839)
H (0.630, 0.556, -1.877)

Cartesian forces (eV/Å) of the 3 atoms listed first:
C 2.2202 1.0810 0.5951
C 0.9108 -0.6470 0.5952
O 0.1037 -0.3728 0.2176



# 3
Here is an isolated ion of composition C7H13NOP and charge +1 from the OMol25 dataset. Energies are from the ωB97M-V functional and the def2-TZVPD basis.

Properties
Multiplicity: 1
LUMO (eV): -3.760
Orbital gap (eV): 10.3
SMILES string: C[C@H]1C[C@@H]2PC[NH2+][C@@H]2C1=O
Total charge: +1
Energy above the lowest of the compared OMol25 structures with the same formula, charge and spin (kJ/mol): 0.0

Positions of all 23 atoms, in Å:
C (-2.755, 0.437, -0.055)
C (-1.415, 0.426, -0.703)
C (-0.526, 1.512, -0.099)
C (0.631, 0.913, 0.608)
P (2.142, 0.991, -0.517)
C (2.134, -0.901, -0.735)
N (1.343, -1.445, 0.378)
C (0.252, -0.561, 0.765)
C (-0.819, -0.826, -0.208)
O (-0.938, -1.927, -0.683)
H (-2.627, 0.302, 1.048)
H (-3.261, -0.423, -0.438)
H (-3.295, 1.357, -0.339)
H (-1.345, 0.458, -1.756)
H (-0.185, 2.093, -0.926)
H (-1.083, 2.209, 0.615)
H (0.804, 1.434, 1.598)
H (3.237, 0.805, 0.516)
H (3.076, -1.258, -0.634)
H (1.829, -1.200, -1.708)
H (0.909, -2.409, 0.240)
H (2.017, -1.455, 1.170)
H (-0.125, -0.533, 1.863)

Cartesian forces (eV/Å) of the 3 atoms listed first:
C -1.1035 0.4556 0.0641
C 0.8546 0.5327 2.0501
C -1.8655 2.0208 0.2528



# 4
Here is one molecule with the formula C7H13NSi from the OMol25 dataset. Energies are from the ωB97M-V functional and the def2-TZVPD basis.

Properties
Multiplicity: 3
LUMO (spin up / spin down) (eV): 0.931 / -1.355
Orbital gap (spin up / spin down) (eV): 4.8 / 7.6

Positions of all 22 atoms, in Å:
C (1.546, -1.990, 0.107)
C (0.158, -1.682, 0.070)
C (2.217, -0.811, 0.197)
C (0.065, -0.314, -0.012)
C (-1.873, -0.029, 1.310)
C (-1.982, 0.268, -1.289)
C (-1.153, 0.409, 0.053)
N (1.364, 0.248, 0.096)
Si (2.021, 1.859, -0.132)
H (2.010, -2.905, -0.033)
H (-0.568, -2.497, -0.176)
H (3.264, -0.800, 0.056)
H (-2.200, -1.085, 1.122)
H (-2.835, 0.439, 1.460)
H (-1.476, 0.048, 2.331)
H (-1.761, -0.781, -1.672)
H (-1.467, 0.954, -1.921)
H (-2.992, 0.509, -0.976)
H (-0.994, 1.498, 0.150)
H (3.505, 1.572, -0.232)
H (1.469, 2.761, 0.930)
H (1.683, 2.328, -1.437)

Cartesian forces (eV/Å) of the 3 atoms listed first:
C -4.9736 -0.4339 0.1960
C 3.0762 -6.9173 -0.4384
C 1.7927 -0.2501 -0.2096



# 5
Here is C7H13O as an isolated structure from the OMol25 dataset. Energies are from the ωB97M-V functional and the def2-TZVPD basis.

Properties
Multiplicity: 1
LUMO (eV): 2.258
Orbital gap (eV): 4.3
Total charge: -1
Energy above the lowest of the compared OMol25 structures with the same formula, charge and spin (kJ/mol): 538.8

Positions of all 21 atoms, in Å:
C (-0.954, -1.782, -2.957)
O (-1.882, -1.532, -3.872)
C (-0.860, -0.765, -1.847)
C (0.009, -0.923, -0.630)
C (-0.336, -0.034, 0.531)
C (1.763, 2.121, 2.929)
C (0.576, 1.460, 2.336)
C (0.662, 0.683, 1.225)
H (0.116, -1.747, -3.326)
H (-1.027, -2.804, -2.507)
H (-2.019, -0.482, -1.411)
H (-0.780, 0.212, -2.357)
H (1.041, -0.659, -0.881)
H (-0.040, -1.995, -0.336)
H (-1.202, -0.282, 1.145)
H (-2.735, -0.479, -0.992)
H (2.686, 1.780, 2.457)
H (1.920, 1.942, 4.005)
H (1.768, 3.216, 2.841)
H (-0.358, 1.388, 2.895)
H (1.654, 0.682, 0.752)

Cartesian forces (eV/Å) of the 3 atoms listed first:
C -1.1136 -0.2761 0.3081
O 0.2302 0.0639 -0.0766
C 2.2009 0.0326 -1.9968



# 6
Here is a 2-piece molecular cluster, C7H13O overall from the OMol25 dataset. Energies are from the ωB97M-V functional and the def2-TZVPD basis.

Properties
Multiplicity: 2
LUMO (spin up / spin down) (eV): 6.914 / 6.809
Orbital gap (spin up / spin down) (eV): 5.4 / 5.3
Total charge: -2
Energy above the lowest of the compared OMol25 structures with the same formula, charge and spin (kJ/mol): 351.6

Positions of all 21 atoms, in Å:
C (1.811, -1.008, -2.347)
O (1.403, -2.161, -2.923)
C (0.644, -0.143, -1.735)
C (0.582, -0.033, -0.222)
C (-0.530, 1.006, 0.274)
C (-2.179, -0.242, 1.780)
C (-1.064, 0.598, 1.650)
C (-0.216, 1.002, 2.687)
H (2.455, -1.002, -1.413)
H (2.303, -0.381, -3.137)
H (0.697, 0.929, -2.061)
H (-0.204, -0.517, -2.321)
H (0.292, -0.858, 0.436)
H (1.563, 0.193, 0.225)
H (-1.337, 0.743, -0.413)
H (-0.148, 2.024, 0.215)
H (-2.378, -0.612, 2.774)
H (-2.890, -0.280, 0.982)
H (-1.018, -1.341, -0.754)
H (0.755, 1.451, 2.640)
H (-0.542, 0.631, 3.662)

Cartesian forces (eV/Å) of the 3 atoms listed first:
C -0.6494 0.4042 0.0067
O 0.3493 -0.1059 0.6410
C 0.4068 0.9307 -1.0908



# 7
Here is C7H13O2Pd as an isolated structure from the OMol25 dataset. Energies are from the ωB97M-V functional and the def2-TZVPD basis.

Properties
Multiplicity: 1
LUMO (eV): -6.200
Orbital gap (eV): 6.3
Total charge: +1
Energy above the lowest of the compared OMol25 structures with the same formula, charge and spin (kJ/mol): 42.5

Positions of all 23 atoms, in Å:
C (-1.154, -1.749, -0.677)
C (-1.169, -0.257, -1.038)
C (-1.940, 0.600, -0.033)
C (0.213, 0.330, -1.361)
C (1.375, -0.114, -0.485)
O (2.429, 0.626, -0.700)
C (1.192, -0.236, 0.979)
C (1.407, 1.168, 1.707)
O (0.865, 2.141, 1.268)
H (-1.650, -2.360, -1.419)
H (-0.158, -2.171, -0.543)
H (-1.706, -1.888, 0.248)
H (-1.744, -0.165, -1.954)
H (-1.481, 0.635, 0.948)
H (-2.929, 0.170, 0.079)
H (-2.096, 1.594, -0.433)
H (0.449, 0.122, -2.408)
H (0.188, 1.414, -1.249)
H (2.379, 1.047, -1.575)
H (1.990, -0.904, 1.369)
H (0.246, -0.687, 1.277)
H (2.070, 1.192, 2.625)
Pd (1.222, -0.508, 3.375)

Cartesian forces (eV/Å) of the 3 atoms listed first:
C -0.0515 0.1160 0.2216
C -0.1444 0.0635 -0.0987
C -0.1543 -0.4377 -0.2636



# 8
Here is a 2-piece molecular cluster, C7H13O2Si overall from the OMol25 dataset. Energies are from the ωB97M-V functional and the def2-TZVPD basis.

Properties
Multiplicity: 1
LUMO (spin up / spin down) (eV): 3.279 / 3.178
Orbital gap (spin up / spin down) (eV): 7.2 / 7.2
Total charge: -1
Energy above the lowest of the compared OMol25 structures with the same formula, charge and spin (kJ/mol): 412.7

Positions of all 23 atoms, in Å:
C (1.520, -2.718, -1.296)
C (0.745, -2.204, -0.384)
C (-1.761, -0.120, -1.911)
C (1.809, 0.704, 0.693)
C (-0.685, 2.668, 0.783)
C (-1.169, -0.274, 1.683)
C (-0.436, 0.074, -1.226)
O (-1.872, -0.785, -2.957)
O (-2.752, 0.634, -1.549)
Si (-0.207, 0.814, 0.447)
H (2.209, -3.478, -1.243)
H (1.762, -2.035, -2.093)
H (0.380, -2.455, 0.652)
H (2.529, 1.361, 0.239)
H (2.342, 0.675, 1.726)
H (1.813, -0.317, 0.379)
H (0.068, 3.272, 0.197)
H (-1.622, 2.821, 0.255)
H (-0.783, 3.017, 1.847)
H (-1.160, -1.304, 1.379)
H (-0.995, -0.275, 2.704)
H (-2.184, -0.026, 1.470)
H (0.448, -0.049, -1.795)

Cartesian forces (eV/Å) of the 3 atoms listed first:
C -0.5010 2.6569 -0.0095
C -1.4411 0.1541 1.2545
C -2.6125 1.7084 -1.6117



# 9
Here is one molecule with the formula C7H13OP from the OMol25 dataset. Energies are from the ωB97M-V functional and the def2-TZVPD basis.

Properties
Multiplicity: 1
LUMO (eV): 1.020
Orbital gap (eV): 9.3
SMILES string: CCP1C=C[C@H](O)[C@H]1C
Energy above the lowest of the compared OMol25 structures with the same formula, charge and spin (kJ/mol): 153.0

Positions of all 22 atoms, in Å:
C (-2.774, 1.234, 0.893)
C (-1.321, 1.389, 0.539)
P (-0.336, -0.236, 0.976)
C (-0.749, -1.152, -0.530)
C (0.237, -1.754, -1.146)
C (1.615, -1.483, -0.416)
O (1.940, -2.547, 0.410)
C (1.439, -0.155, 0.368)
C (1.762, 1.090, -0.490)
H (-3.207, 0.195, 1.050)
H (-2.839, 1.594, 1.898)
H (-3.234, 1.853, 0.184)
H (-0.846, 2.295, 0.718)
H (-1.296, 1.314, -0.600)
H (-1.765, -1.113, -0.892)
H (0.279, -2.286, -2.006)
H (2.319, -1.407, -1.227)
H (1.295, -2.844, 0.983)
H (2.098, -0.161, 1.215)
H (1.431, 0.834, -1.487)
H (2.791, 1.508, -0.416)
H (1.161, 1.832, -0.026)

Cartesian forces (eV/Å) of the 3 atoms listed first:
C 0.6925 -1.2827 2.0157
C 0.9390 -4.0272 -3.4698
P -0.3348 0.7326 0.2391



# 10
Here is C7H13PS as an isolated structure from the OMol25 dataset. Energies are from the ωB97M-V functional and the def2-TZVPD basis.

Properties
Multiplicity: 1
LUMO (eV): 0.613
Orbital gap (eV): 8.7
Energy above the lowest of the compared OMol25 structures with the same formula, charge and spin (kJ/mol): 167.5

Positions of all 22 atoms, in Å:
C (-0.685, -0.867, -1.616)
C (-1.414, -0.870, -0.395)
C (0.756, -0.703, -1.647)
C (-0.730, -0.757, 0.940)
C (-2.954, -0.871, -0.500)
C (1.687, 1.811, 1.792)
C (1.489, 1.494, 0.366)
P (1.456, -0.338, -0.003)
S (2.965, -1.359, 0.573)
H (-1.191, -1.045, -2.611)
H (1.226, -1.653, -1.970)
H (1.126, 0.074, -2.363)
H (-1.002, 0.106, 1.488)
H (-0.723, -1.744, 1.605)
H (-3.121, -0.631, -1.548)
H (-3.496, -0.187, 0.188)
H (-3.376, -1.920, -0.401)
H (0.684, 1.673, 2.188)
H (2.495, 1.156, 2.265)
H (2.162, 2.787, 1.957)
H (2.169, 1.974, -0.422)
H (0.475, 1.869, 0.115)

Cartesian forces (eV/Å) of the 3 atoms listed first:
C -3.5584 -0.0568 2.5834
C 0.8694 0.2961 -2.7207
C 2.1215 0.0008 -0.6909



# 11
Here is a 2-piece molecular cluster, C7H14 overall from the OMol25 dataset. Energies are from the ωB97M-V functional and the def2-TZVPD basis.

Properties
Multiplicity: 1
LUMO (eV): 1.150
Orbital gap (eV): 11.6
SMILES string: CCCCC.C#C
Energy above the lowest of the compared OMol25 structures with the same formula, charge and spin (kJ/mol): 458.8

Positions of all 21 atoms, in Å:
C (0.432, -0.064, -1.137)
C (0.105, 0.995, 0.041)
C (-0.156, 0.067, 1.224)
C (-0.729, 0.746, 2.396)
C (-1.416, -0.227, 3.465)
H (1.302, -0.679, -0.670)
H (-0.402, -0.753, -1.290)
H (0.753, 0.366, -2.110)
H (-0.580, 1.711, -0.376)
H (0.990, 1.549, 0.259)
H (-0.721, -0.835, 0.686)
H (0.806, -0.412, 1.422)
H (-1.692, 1.364, 2.114)
H (0.067, 1.170, 2.873)
H (-0.827, -1.353, 3.396)
H (-1.323, 0.111, 4.439)
H (-2.399, -0.361, 2.826)
C (1.364, -1.443, -4.799)
C (1.536, -0.272, -4.882)
H (1.304, -2.471, -4.868)
H (1.584, 0.790, -5.009)

Cartesian forces (eV/Å) of the 3 atoms listed first:
C 1.8585 0.5198 1.3943
C 1.1128 -2.2582 -2.1733
C -1.2391 -1.7710 -2.9455



# 12
Here is one molecule with the formula C7H14 from the OMol25 dataset. Energies are from the ωB97M-V functional and the def2-TZVPD basis.

Properties
Multiplicity: 1
LUMO (eV): 1.211
Orbital gap (eV): 11.3
SMILES string: CC(C)CC1CC1
Energy above the lowest of the compared OMol25 structures with the same formula, charge and spin (kJ/mol): 90.2

Positions of all 21 atoms, in Å:
C (0.779, -1.337, 0.992)
C (1.308, -0.039, 0.375)
C (2.274, -0.363, -0.768)
C (0.217, 0.929, -0.151)
C (-1.178, 0.765, 0.409)
C (-2.348, 1.143, -0.456)
C (-2.069, -0.303, -0.158)
H (0.375, -2.012, 0.227)
H (1.593, -1.865, 1.503)
H (-0.013, -1.153, 1.724)
H (1.871, 0.483, 1.160)
H (3.081, -1.029, -0.444)
H (1.728, -0.867, -1.577)
H (2.723, 0.544, -1.188)
H (0.554, 1.961, 0.017)
H (0.142, 0.818, -1.242)
H (-1.288, 0.966, 1.475)
H (-3.215, 1.605, 0.006)
H (-2.131, 1.505, -1.459)
H (-1.661, -0.918, -0.958)
H (-2.741, -0.833, 0.510)

Cartesian forces (eV/Å) of the 3 atoms listed first:
C -0.0392 -0.0506 0.0128
C 0.0315 0.0166 0.0275
C 0.0646 -0.0091 -0.0281



One value per record, in order, for max |F|: 4.82 5.02 3.68 7.58 2.97 2.05 5.67 3.51 5.40 4.40 6.99 0.21 eV/Å.